Entry 1:
ORCA calculation (ωB97M-V/def2-TZVPD) on the molecule C18H19F2NS2 in a non-equilibrium geometry.

ORCA input file:
```
! RIJCOSX wB97M-V def2-TZVPD def2/J DEFGRID3
* xyz 0 1
C 5.074 -2.349 2.900
C 3.910 -1.902 2.084
C 3.866 -2.051 0.676
C 2.786 -1.547 -0.059
C 1.700 -0.916 0.546
C 0.585 -0.327 -0.339
S -0.155 -1.463 -1.669
C -0.649 -0.191 -2.778
S 0.293 1.183 -3.019
N -1.925 -0.339 -3.236
C -2.578 0.634 -4.173
C -2.469 -1.697 -3.424
C -0.422 0.498 0.471
C -1.726 0.541 -0.005
C -2.623 1.575 0.366
C -2.266 2.454 1.406
C -3.260 3.438 1.918
C -0.992 2.359 1.971
F -0.668 3.183 3.030
C -0.044 1.441 1.486
C 1.706 -0.875 1.971
C 2.810 -1.295 2.685
F 2.860 -1.070 4.053
H 5.729 -2.996 2.268
H 5.690 -1.494 3.278
H 4.740 -2.930 3.791
H 4.736 -2.553 0.177
H 2.853 -1.666 -1.164
H 1.008 0.266 -1.205
H -2.210 1.643 -3.985
H -2.359 0.349 -5.221
H -3.683 0.648 -4.034
H -1.877 -2.440 -2.856
H -3.523 -1.735 -3.095
H -2.411 -1.923 -4.500
H -2.125 -0.174 -0.729
H -3.617 1.662 -0.135
H -4.104 3.479 1.186
H -3.670 3.128 2.911
H -2.810 4.450 2.029
H 0.955 1.462 1.903
H 0.866 -0.462 2.518
*
```

Calculated values
- Kohn-Sham gap: 8.36 eV
- SMILES string: Cc1ccc(C(SC(=S)N(C)C)c2ccc(C)c(F)c2)cc1F


Entry 2:
ORCA calculation (ωB97M-V/def2-TZVPD) on a structure of composition C42H41CdFN5O2.

ORCA input file:
```
! RIJCOSX wB97M-V def2-TZVPD def2/J DEFGRID3
* xyz -1 1
Cd -0.374 -0.647 -0.316
C 1.682 -3.423 2.488
C 0.985 -3.035 1.197
O 0.017 -2.217 1.338
C 1.429 -3.601 0.014
C 0.911 -3.376 -1.301
C 1.397 -4.278 -2.409
N 0.059 -2.431 -1.558
N -0.396 -2.341 -2.866
C -1.300 -1.402 -3.002
O -1.769 -0.619 -2.111
C -1.875 -1.263 -4.380
C -1.262 -1.830 -5.494
C -1.823 -1.684 -6.752
C -3.005 -0.974 -6.915
C -3.618 -0.404 -5.809
C -3.052 -0.542 -4.552
H 0.966 -3.909 3.154
H 2.027 -2.514 2.982
H 2.529 -4.088 2.325
H 2.232 -4.323 0.090
H 2.061 -5.047 -2.017
H 1.923 -3.689 -3.160
H 0.552 -4.739 -2.917
H -0.348 -2.385 -5.350
H -1.335 -2.124 -7.613
H -3.443 -0.862 -7.899
H -4.538 0.154 -5.928
H -3.501 -0.087 -3.681
C -4.193 -2.117 1.744
C -2.930 -1.871 1.185
N -2.554 -0.677 0.785
C -3.400 0.352 0.903
C -4.679 0.212 1.462
C -5.065 -1.071 1.887
C -5.537 1.354 1.589
C -5.126 2.573 1.176
C -3.825 2.751 0.599
C -3.359 4.007 0.173
C -2.102 4.109 -0.358
C -1.320 2.946 -0.469
N -1.734 1.760 -0.088
C -2.961 1.655 0.449
H -4.455 -3.117 2.059
H -2.191 -2.653 1.081
H -6.048 -1.213 2.320
H -6.518 1.216 2.024
H -5.769 3.438 1.273
H -4.001 4.875 0.277
H -1.700 5.054 -0.692
H -0.320 3.001 -0.882
C 4.598 -1.834 0.382
C 4.075 -0.396 0.384
C 5.215 0.593 0.130
C 3.336 -0.085 1.671
C 3.991 -0.251 2.884
C 3.349 -0.017 4.088
C 2.020 0.372 4.073
C 1.330 0.550 2.880
C -0.110 1.011 2.926
C -0.212 2.481 3.339
C -0.966 0.126 3.828
C 1.995 0.348 1.657
N 1.362 0.557 0.420
C 1.731 1.663 -0.258
C 2.314 2.816 0.312
C 2.606 3.942 -0.439
C 2.344 3.987 -1.801
C 1.791 2.858 -2.405
C 1.512 1.749 -1.648
F 0.954 0.654 -2.271
H 5.068 -2.061 -0.577
H 3.782 -2.538 0.536
H 5.344 -1.988 1.163
H 3.356 -0.310 -0.433
H 5.936 0.571 0.948
H 4.839 1.609 0.033
H 5.742 0.335 -0.789
H 5.024 -0.579 2.888
H 3.874 -0.147 5.026
H 1.508 0.547 5.010
H -0.497 0.943 1.909
H 0.133 2.626 4.365
H -1.248 2.823 3.280
H 0.392 3.111 2.686
H -0.624 0.172 4.864
H -0.916 -0.906 3.490
H -2.006 0.458 3.811
H 2.524 2.808 1.375
H 3.044 4.802 0.054
H 2.573 4.865 -2.386
H 1.573 2.824 -3.463
*
```

Calculated values
- Kohn-Sham gap: 5.79 eV


Entry 3:
ORCA calculation (ωB97M-V/def2-TZVPD) on a structure of composition C42H54CsN5O8Si in a non-equilibrium geometry.

ORCA input file:
```
! RIJCOSX wB97M-V def2-TZVPD def2/J DEFGRID3
* xyz -2 1
Cs 0.854 0.305 0.253
O -0.194 7.347 3.971
C -0.652 7.326 2.792
O -1.470 8.139 2.289
C 0.000 6.273 1.860
C 1.188 5.735 2.353
C 1.875 4.832 1.491
N 1.442 4.445 0.266
C 0.280 4.953 -0.154
C -0.409 5.958 0.557
C -0.354 4.106 -1.207
O -1.609 3.914 -1.175
O 0.399 3.609 -2.065
H 1.501 5.951 3.369
H 2.741 4.366 1.878
H -1.374 6.295 0.169
C 0.900 2.712 4.235
C -0.500 2.516 3.842
O -0.715 1.217 3.311
C -2.067 0.802 3.146
C -2.106 -0.468 2.469
H 1.036 3.785 4.577
H 1.526 2.693 3.348
H 1.274 1.938 4.979
H -0.650 3.339 3.116
H -1.102 2.706 4.698
H -2.593 1.566 2.573
H -2.624 0.752 4.064
H -1.771 -0.414 1.432
H -3.129 -0.769 2.390
H -1.544 -1.264 2.950
C 3.795 -3.222 -0.622
C 2.400 -2.720 -0.731
N 1.988 -2.470 -1.952
O 1.704 -2.528 0.278
H 3.910 -3.920 0.208
H 4.433 -2.323 -0.536
H 4.096 -3.659 -1.548
H 2.607 -2.475 -2.773
H 1.027 -2.014 -2.069
O 2.717 0.617 2.459
C 2.612 -0.346 3.214
C 3.761 -1.234 3.448
C 3.626 -2.661 3.961
C 2.232 -3.275 3.637
C 1.222 -2.878 4.654
C 1.272 -1.384 5.047
N 1.413 -0.488 3.852
H 4.439 -0.651 4.055
H 4.208 -1.256 2.401
H 3.765 -2.565 5.065
H 4.380 -3.227 3.511
H 2.429 -4.374 3.580
H 1.940 -3.001 2.619
H 1.412 -3.401 5.570
H 0.240 -3.155 4.291
H 2.157 -1.228 5.642
H 0.367 -1.169 5.636
H 0.689 0.265 3.743
C -3.388 0.946 -0.813
C -3.182 0.261 -2.154
C -2.445 1.210 -3.046
C -4.606 -0.125 -2.676
Si -2.061 -1.383 -2.117
O -0.508 -1.094 -1.874
C -2.696 -2.513 -0.697
C -4.072 -2.755 -0.569
C -4.454 -3.616 0.428
C -3.539 -4.378 1.187
C -2.184 -4.093 1.024
C -1.764 -3.121 0.155
C -2.318 -2.495 -3.709
C -1.372 -2.186 -4.680
C -1.531 -2.494 -6.021
C -2.674 -3.157 -6.438
C -3.605 -3.575 -5.461
C -3.462 -3.259 -4.113
H -4.153 1.749 -0.817
H -2.473 1.486 -0.432
H -3.733 0.303 -0.011
H -3.029 2.084 -3.208
H -2.195 0.871 -4.084
H -1.462 1.494 -2.677
H -5.162 0.747 -3.009
H -5.186 -0.667 -1.894
H -4.512 -0.785 -3.561
H -4.875 -2.297 -1.143
H -5.548 -3.711 0.566
H -3.904 -5.082 1.930
H -1.436 -4.578 1.678
H -0.654 -2.791 0.146
H -0.563 -1.604 -4.346
H -0.797 -2.128 -6.721
H -2.802 -3.509 -7.467
H -4.430 -4.161 -5.963
H -4.268 -3.526 -3.344
N 3.083 2.687 -1.762
C 4.335 2.434 -1.259
N 5.048 1.560 -1.888
C 4.179 1.151 -2.916
C 4.456 0.206 -3.890
C 3.442 -0.056 -4.814
C 2.163 0.599 -4.720
C 1.989 1.620 -3.823
C 2.953 1.834 -2.824
H 2.375 3.425 -1.467
H 4.605 2.895 -0.299
H 5.401 -0.302 -3.919
H 3.609 -0.725 -5.657
H 1.367 0.525 -5.455
H 1.044 2.155 -3.791
*
```

Calculated values
- Kohn-Sham gap: 5.98 eV


Entry 4:
ORCA calculation (ωB97M-V/def2-TZVPD) on a structure of composition C53H55ClN2NaO4P2Si in a non-equilibrium geometry.

ORCA input file:
```
! RIJCOSX wB97M-V def2-TZVPD def2/J DEFGRID3
* xyz -1 1
Na -0.438 1.492 0.407
C 1.913 3.234 1.701
C 3.079 2.336 1.302
C 4.230 2.613 2.264
C 3.482 2.692 -0.122
Si 2.492 0.506 1.338
O 1.141 0.337 0.573
C 3.788 -0.747 0.717
C 3.336 -2.051 0.562
C 4.158 -3.066 0.111
C 5.481 -2.788 -0.195
C 5.962 -1.501 -0.022
C 5.120 -0.498 0.428
C 2.338 -0.047 3.159
C 1.065 -0.257 3.671
C 0.870 -0.705 4.965
C 1.962 -0.943 5.782
C 3.242 -0.760 5.285
C 3.422 -0.321 3.985
H 2.211 4.286 1.669
H 1.576 2.993 2.708
H 1.080 3.092 1.014
H 4.561 3.651 2.187
H 5.080 1.968 2.061
H 3.910 2.431 3.288
H 3.786 3.740 -0.193
H 2.640 2.523 -0.789
H 4.304 2.068 -0.463
H 2.305 -2.250 0.814
H 3.781 -4.078 0.005
H 6.135 -3.570 -0.557
H 6.997 -1.274 -0.239
H 5.518 0.499 0.546
H 0.219 -0.073 3.023
H -0.133 -0.883 5.333
H 1.821 -1.269 6.805
H 4.099 -0.980 5.910
H 4.427 -0.194 3.602
C -1.665 8.162 2.008
C -0.703 7.601 1.006
C 0.451 8.281 0.663
C 1.337 7.730 -0.249
Cl 2.784 8.601 -0.655
C 1.085 6.503 -0.828
C -0.085 5.830 -0.518
C -0.985 6.364 0.398
O -2.158 5.791 0.771
C -2.667 4.690 0.044
C -1.884 3.355 0.215
O -2.115 2.669 1.222
O -1.103 3.039 -0.691
H -1.206 8.970 2.574
H -1.985 7.372 2.684
H -2.551 8.543 1.500
H 0.660 9.246 1.100
H 1.791 6.064 -1.517
H -0.276 4.871 -0.973
H -2.732 4.923 -1.026
H -3.668 4.547 0.452
C -0.427 -2.994 0.201
P -0.792 -1.173 -0.106
C -2.532 -1.476 -0.631
C -3.052 -1.403 -1.916
C -4.400 -1.631 -2.133
C -5.252 -1.898 -1.076
C -4.747 -1.949 0.214
C -3.398 -1.752 0.425
C 0.044 -0.853 -1.682
C 1.212 -1.483 -2.094
C 1.838 -1.090 -3.265
C 1.331 -0.042 -4.014
C 0.201 0.629 -3.575
C -0.439 0.227 -2.419
P -1.446 -4.174 -0.807
C -0.874 -5.801 -0.173
C -1.140 -6.899 -0.992
C -0.837 -8.181 -0.580
C -0.275 -8.393 0.669
C -0.036 -7.314 1.500
C -0.338 -6.027 1.089
C -0.478 -4.210 -2.368
C 0.795 -4.768 -2.444
C 1.456 -4.831 -3.656
C 0.862 -4.324 -4.801
C -0.402 -3.767 -4.732
C -1.075 -3.724 -3.524
H -0.697 -3.161 1.251
H 0.643 -3.186 0.096
H -2.407 -1.159 -2.747
H -4.790 -1.601 -3.141
H -6.306 -2.058 -1.262
H -5.402 -2.143 1.054
H -3.002 -1.792 1.433
H 1.680 -2.257 -1.508
H 2.742 -1.594 -3.581
H 1.828 0.270 -4.924
H -0.182 1.473 -4.132
H -1.308 0.765 -2.067
H -1.581 -6.729 -1.966
H -1.043 -9.018 -1.231
H -0.029 -9.395 0.991
H 0.389 -7.473 2.481
H -0.145 -5.199 1.755
H 1.263 -5.165 -1.554
H 2.437 -5.281 -3.708
H 1.384 -4.372 -5.746
H -0.870 -3.379 -5.625
H -2.076 -3.321 -3.469
C -5.180 1.947 1.216
N -5.361 1.998 -0.217
C -6.687 1.720 -0.717
C -4.355 1.722 -1.014
N -3.527 1.548 -1.791
H -5.832 2.688 1.683
H -4.142 2.173 1.453
H -5.429 0.958 1.614
H -7.379 2.478 -0.344
H -7.043 0.732 -0.401
H -6.682 1.750 -1.805
*
```

Calculated values
- Kohn-Sham gap: 7.09 eV


Entry 5:
ORCA calculation (ωB97M-V/def2-TZVPD) on a cluster of 2 separate species, CH4NO2 in total in a non-equilibrium geometry.

ORCA input file:
```
! RIJCOSX wB97M-V def2-TZVPD def2/J DEFGRID3
* xyz 0 2
O 0.600 -0.684 2.888
H 0.140 -1.528 2.753
C -0.379 0.533 -0.595
N -0.404 0.624 -2.035
O 0.645 0.005 -0.078
H 0.243 -0.194 2.136
H 0.428 0.386 -2.534
H -1.274 0.858 -2.536
*
```

Calculated values
- Kohn-Sham gap (alpha / beta): 10.87 / 9.42 eV


Number 1: molar mass 351.487 g/mol. Number 2: molar mass 779.233 g/mol. Number 3: molar mass 917.912 g/mol. Number 4: molar mass 932.510 g/mol. Number 5: molar mass 62.048 g/mol.